1 | Formula: C4H10N3S
Source: OMol25
Level of theory: wB97M-V/def2-TZVPD

Bonds (Å) are listed after each position.
CARTESIAN COORDINATES (ANGSTROEM)
1 C -0.015 -1.421 -0.257  C2 1.465, N6 1.431, H9 1.080, H10 1.140
2 C -1.169 -0.605 -0.642  C1 1.465, S8 1.790, H11 1.073
3 C 2.183 -1.286 0.660  N6 1.489, H12 1.112, H13 1.157, H14 1.154
4 C -0.737 2.476 0.145  N7 1.418, H15 1.205, H16 1.094, H17 1.204
5 N 0.745 0.706 0.404  N6 1.259, N7 1.259
6 N 0.983 -0.518 0.228  C1 1.431, C3 1.489, N5 1.259
7 N -0.340 1.132 -0.072  C4 1.418, N5 1.259
8 S -2.633 -0.701 0.384  C2 1.790, H18 1.344
9 H -0.324 -2.128 0.500  C1 1.080
10 H 0.449 -2.082 -1.061  C1 1.140
11 H -1.405 -0.378 -1.663  C2 1.073
12 H 2.814 -1.669 -0.172  C3 1.112
13 H 2.733 -0.499 1.307  C3 1.157
14 H 1.910 -2.178 1.339  C3 1.154
15 H -0.183 3.171 -0.668  C4 1.205
16 H -0.584 2.892 1.145  C4 1.094
17 H -1.891 2.575 -0.183  C4 1.204
18 H -3.622 -0.162 -0.348  S8 1.344

Results
Total charge: +1

Here is what Mulliken gives for the atomic charges, in e:
1. C -0.803
2. C 0.204
3. C -0.830
4. C -0.747
5. N -0.380
6. N 0.480
7. N 0.116
8. S -0.121
9. H 0.378
10. H 0.307
11. H 0.347
12. H 0.290
13. H 0.359
14. H 0.305
15. H 0.278
16. H 0.322
17. H 0.280
18. H 0.214


2 | Formula: C4H10N3S
Source: OMol25
Level of theory: wB97M-V/def2-TZVPD

Bonds (Å) are listed after each position.
CARTESIAN COORDINATES (ANGSTROEM)
1 C 1.239 -0.778 0.024  N5 1.172, S8 1.743
2 C -1.268 -1.190 -0.201  C3 1.375, H9 1.077, H10 1.078
3 C -1.648 0.132 -0.163  C2 1.375, C4 1.421, N6 1.344
4 C -2.934 0.494 0.322  C3 1.421, H11 1.008, H12 1.027, H13 1.050
5 N 1.787 -1.761 0.351  C1 1.172, H14 0.998
6 N -0.695 1.034 -0.457  C3 1.344, S8 1.754, H15 1.018
7 N 3.422 0.730 0.038  H16 1.021, H17 1.105, H18 0.969
8 S 1.054 0.891 -0.442  C1 1.743, N6 1.754
9 H -0.410 -1.523 -0.761  C2 1.077
10 H -1.899 -2.016 0.083  C2 1.078
11 H -3.563 0.367 -0.455  C4 1.008
12 H -3.076 1.475 0.589  C4 1.027
13 H -3.176 -0.056 1.183  C4 1.050
14 H 2.252 -2.584 0.672  N5 0.998
15 H -0.954 1.968 -0.145  N6 1.018
16 H 3.992 1.567 -0.090  N7 1.021
17 H 4.130 -0.078 -0.220  N7 1.105
18 H 3.297 0.767 0.998  N7 0.969

Results
Total charge: +1

Here is what Mulliken gives for the atomic charges, in e:
1. C 0.267
2. C -1.269
3. C 1.119
4. C -1.473
5. N -0.153
6. N -0.424
7. N -0.831
8. S 0.288
9. H 0.406
10. H 0.321
11. H 0.368
12. H 0.493
13. H 0.370
14. H 0.334
15. H 0.313
16. H 0.265
17. H 0.279
18. H 0.325


Energies relative to the most stable structure are 1 0.0; 2 3.3, reported in kcal/mol.


1 | Formula: C4H10N2O3
Source: OMol25
Level of theory: wB97M-V/def2-TZVPD

Bonds (Å) are listed after each position.
CARTESIAN COORDINATES (ANGSTROEM)
1 C 2.061 -1.577 0.151  N3 1.263, H9 1.084, H10 1.091
2 C 0.865 1.169 0.650  O4 1.335, O5 1.205, C13 1.610
3 N 0.843 -1.910 0.098  C1 1.263, H8 1.019
4 O 1.286 1.141 1.917  C2 1.335, H6 0.972
5 O 1.440 1.766 -0.225  C2 1.205
6 H 2.130 1.617 1.997  O4 0.972
7 H -0.305 -1.217 1.006  O14 1.071
8 H 0.430 -1.943 -0.832  N3 1.019
9 H 2.513 -1.471 1.130  C1 1.084
10 H 2.704 -1.399 -0.712  C1 1.091
11 C -2.227 0.224 -1.295  N12 1.452, H17 1.098, H18 1.088, H19 1.089
12 N -0.835 0.321 -0.891  C11 1.452, C13 1.444, H15 1.016
13 C -0.650 0.641 0.505  C2 1.610, N12 1.444, O14 1.361, H16 1.109
14 O -0.935 -0.410 1.321  H7 1.071, C13 1.361
15 H -0.322 0.982 -1.468  N12 1.016
16 H -1.237 1.518 0.844  C13 1.109
17 H -2.769 1.176 -1.209  C11 1.098
18 H -2.272 -0.117 -2.327  C11 1.088
19 H -2.720 -0.511 -0.660  C11 1.089

Results
Total charge: 0
SMILES: CN[C@@H](O)C(=O)O.C=N

Here is what Mulliken gives for the atomic charges, in e:
1. C -0.326
2. C 0.391
3. N -0.496
4. O -0.398
5. O -0.598
6. H 0.377
7. H 0.503
8. H 0.243
9. H 0.316
10. H 0.277
11. C -0.974
12. N -0.277
13. C -0.103
14. O -0.589
15. H 0.209
16. H 0.477
17. H 0.326
18. H 0.312
19. H 0.329


2 | Formula: C4H10N2O3
Source: OMol25
Level of theory: wB97M-V/def2-TZVPD

Bonds (Å) are listed after each position.
CARTESIAN COORDINATES (ANGSTROEM)
1 C -1.140 1.239 -1.544  C2 1.499, H7 1.089, H8 1.089, H9 1.085
2 C -1.775 -0.007 -2.085  C1 1.499, O3 1.352, N4 1.255
3 O -1.104 -1.166 -1.901  C2 1.352, H5 0.975
4 N -2.881 0.061 -2.675  C2 1.255, H6 1.016
5 H -0.270 -1.031 -1.414  O3 0.975
6 H -3.229 -0.834 -3.007  N4 1.016
7 H -0.167 1.390 -2.010  C1 1.089
8 H -1.002 1.153 -0.467  C1 1.089
9 H -1.781 2.087 -1.760  C1 1.085
10 C 1.228 -0.285 2.078  N11 1.405, C12 1.332, O13 1.371
11 N 2.296 0.620 1.958  C10 1.405, H17 1.012, H18 1.014
12 C 0.699 -0.899 1.022  C10 1.332, O14 1.385, H19 1.076
13 O 0.746 -0.409 3.356  C10 1.371, H15 0.962
14 O 1.173 -0.704 -0.265  C12 1.385, H16 0.966
15 H -0.053 -0.945 3.364  O13 0.962
16 H 1.778 0.049 -0.239  O14 0.966
17 H 2.428 1.111 2.834  N11 1.012
18 H 3.165 0.175 1.686  N11 1.014
19 H -0.112 -1.604 1.071  C12 1.076

Results
Total charge: 0
SMILES: [H]/N=C(/C)O.N/C(O)=C\O

Here is what Mulliken gives for the atomic charges, in e:
1. C -0.797
2. C 0.633
3. O -0.548
4. N -0.675
5. H 0.378
6. H 0.261
7. H 0.267
8. H 0.224
9. H 0.277
10. C 0.932
11. N -0.626
12. C -0.646
13. O -0.519
14. O -0.593
15. H 0.316
16. H 0.282
17. H 0.282
18. H 0.229
19. H 0.322


Energies relative to the most stable structure are 1 2.9; 2 0.0, reported in kcal/mol.